Here is a structure of composition C5H14NO in a non-equilibrium geometry from the OMol25 dataset. Energies are from ωB97M-V with the def2-TZVPD basis set.

Geometry (Å):
O -1.127151 -1.644550 -1.775841
N -1.304264 -1.919754 1.027284
C 1.609978 1.874034 -1.845733
C 1.420962 1.509361 -0.561957
C 0.597375 0.245601 -0.177028
C -0.459736 0.431373 0.855997
C -0.006647 0.465298 2.310605
H 1.495655 1.279151 -2.707317
H -1.908119 -1.100697 -2.028055
H -2.269525 -2.199667 1.234149
H -1.305574 -1.890749 -0.831629
H 2.241878 2.741405 -1.968164
H 1.245135 -0.598837 0.044429
H -0.045683 0.031763 -1.053902
H 0.859002 1.110451 2.411851
H -1.034030 -0.729401 0.873521
H 1.880948 2.054331 0.258286
H 0.410334 -0.509889 2.631496
H -0.648885 -2.681449 1.114402
H -0.756965 0.700788 3.038014
H -1.128553 1.234994 0.605753

Force components x, y, z for each atom (eV/Å):
-1.0 0.6 0.5
-1.2 2.0 -1.1
1.2 0.2 2.4
-1.0 -0.1 -0.7
-1.1 -0.7 -0.5
5.3 4.4 1.9
-0.2 -2.1 -0.2
-1.1 -0.6 -0.8
0.7 -0.7 0.0
0.4 1.2 0.1
0.1 0.0 -1.0
0.1 0.1 -0.2
0.0 -0.1 0.1
0.8 -0.4 -0.4
0.1 0.7 -0.4
-1.9 -6.1 0.7
-0.3 0.2 -0.1
-0.1 0.4 -0.3
1.1 0.9 0.2
-0.5 0.4 0.1
-1.4 -0.4 -0.3

Computed properties:
Total charge: +1
Relative energy (zero: lowest compared OMol25 entry of this formula, charge and spin) (eV): 6.9657
Frontier orbital gap (eV): 6.0
DFT total energy (eV): -8937.042